The following is a DFT calculation (the ωB97M-V functional and the def2-TZVPD basis) of a molecular structure, C39H80B3NO31S2 in a non-equilibrium geometry.

ORCA input file:
```
! wB97M-V def2-TZVPD RIJCOSX def2/J DEFGRID3
* xyz 0 1
C -6.83 4.31 -2.95
C 5.08 0.28 -0.70
H 12.52 -4.73 -3.32
H 14.18 -10.57 -7.95
H 1.63 -1.15 -0.17
C -8.43 2.71 8.37
H -8.91 3.93 -4.51
C 0.07 -5.21 1.95
C 3.72 4.33 3.85
H 4.51 5.56 6.03
O -7.15 4.95 -4.07
O 2.66 1.01 -0.10
H -1.18 1.28 10.48
O 0.38 0.55 8.47
H -11.94 2.71 -10.15
H 3.15 2.16 -3.85
H -8.48 5.33 8.54
O -9.07 3.47 9.25
H 9.23 -2.07 0.75
H -6.17 -0.42 1.51
H 6.74 0.68 1.21
H -7.32 4.11 2.74
H -1.31 3.77 0.03
H 4.96 2.83 2.11
H -2.09 -3.62 -7.53
H 0.86 0.29 5.86
H 12.10 -10.31 -2.59
C 8.92 -1.03 0.87
H -6.52 0.99 7.82
C -7.97 4.19 -4.97
H -1.30 3.76 1.76
S -3.00 2.35 0.76
C 6.65 -0.41 1.13
H -13.30 3.68 -9.52
H -7.44 3.30 -5.30
O 7.66 -0.85 0.24
H -7.38 -0.31 8.66
B 3.58 0.58 -1.03
C 0.27 1.89 -0.63
C -9.38 4.78 8.78
H 5.58 1.23 -0.54
H -2.88 0.87 10.20
H -4.52 -0.05 1.12
H -6.86 1.72 1.58
S -2.87 2.42 3.71
H 8.70 -2.05 -2.07
O 0.86 -4.76 0.84
O 3.07 4.47 5.00
C 13.47 -10.93 -7.21
H 3.26 6.53 5.21
H 5.51 -0.17 -1.59
C -12.11 2.43 -7.54
C -5.34 0.24 1.76
H 7.69 -2.94 -3.25
O -12.88 1.60 -7.93
C -12.22 3.58 -9.55
H 9.65 -0.41 0.36
O 2.49 2.66 -1.75
H 1.14 -0.62 -3.84
O 1.46 -3.19 -0.51
H 0.33 -1.62 -1.30
H 0.32 -6.25 2.10
H 0.59 2.43 1.47
O -0.09 -2.72 1.07
C 9.98 -4.20 -2.90
O 10.65 -5.32 -2.62
C -1.87 0.70 9.86
H -12.97 1.40 -5.28
H 3.70 3.80 1.29
H -11.79 4.47 -10.00
C -3.78 2.52 2.35
H -8.08 0.39 7.19
H -0.11 2.62 -1.33
H -5.74 1.91 4.12
O -8.11 3.03 7.25
H -11.61 0.43 -5.91
C -7.50 0.60 8.09
H -10.04 4.73 7.91
B 1.82 1.86 -0.80
H 2.37 -0.95 -5.09
C 11.79 -5.53 -3.45
C -0.22 2.12 0.82
O 4.57 5.07 3.42
H 2.86 5.61 6.67
H 13.82 -11.89 -6.82
H 11.96 -8.55 -2.51
O 8.94 -4.12 -2.07
H -5.58 1.92 0.43
H -0.99 -5.12 1.72
C 0.67 -3.48 0.52
H 2.03 -1.72 -1.80
H -9.90 5.29 9.59
C -5.75 2.88 3.61
H 10.78 -9.48 -3.44
C 3.46 5.62 5.76
N -5.12 2.72 2.30
H -1.63 -0.36 9.94
C 11.82 -9.42 -3.14
H 4.51 -0.65 1.22
C 1.45 -0.42 -4.86
C 12.61 -10.24 -5.17
O 3.11 0.48 -2.36
H -5.04 3.66 -1.14
C -11.90 1.39 -5.47
O -8.20 1.52 8.93
H -7.87 2.52 3.33
O -11.68 3.49 -8.23
H -11.37 1.54 -4.54
C 0.54 1.33 5.94
O 3.26 3.23 3.24
O -0.68 1.43 6.68
O -1.80 1.14 8.50
H 6.74 -0.84 2.12
H 5.39 -1.68 0.08
O 0.58 -2.90 -5.06
O -11.53 2.47 -6.34
C 0.09 -2.06 -5.77
C -0.60 0.99 7.93
C -1.32 -3.60 -6.77
O -6.08 5.12 -2.21
H 1.32 1.93 6.40
H 3.45 2.07 1.56
C 8.13 -2.95 -2.25
H 8.89 -0.78 1.92
H 7.33 -3.01 -1.51
H -8.16 4.82 -5.84
O 13.43 -9.95 -6.18
H -0.51 -4.26 -7.06
H -0.09 0.93 -0.99
H -0.56 1.17 1.19
O 12.67 -9.24 -4.28
O -7.16 3.18 -2.66
C 3.89 2.97 1.98
O 10.26 -3.39 -3.75
H -5.22 3.60 4.20
C -5.65 4.55 -0.97
H 12.24 -6.47 -3.13
H 12.49 -11.05 -7.66
H -6.51 4.30 -0.35
O -0.87 -2.25 -6.68
H -5.05 5.30 -0.46
C -5.79 1.68 1.47
C 1.35 -1.84 -0.96
C -7.20 3.35 3.50
O 0.42 -0.76 -5.79
O 11.93 -11.23 -5.08
H 1.63 0.65 -4.97
H -1.75 -3.93 -5.82
H 11.51 -5.62 -4.49
H -5.09 0.12 2.81
H -7.45 3.75 4.47
B 2.92 1.81 -2.74
H 0.33 1.72 4.95
H 0.30 -4.64 2.85
C 5.30 -0.68 0.48
C -1.37 3.12 0.89
*
```

The calculation puts the maximum force at 1.32 eV/Å. The value obtained for the highest occupied orbital energy is -8.16 eV. The value obtained for the total energy is -4792.433296 a.u. The LUMO energy is 0.363 eV.

These are the Mulliken partial charges, in e, on atoms 1 to 4: 0.745 -0.645 0.316 0.219

***

The following is a DFT calculation (the ωB97M-V functional and the def2-TZVPD basis) of a single C7H13NO molecule in a non-equilibrium geometry.

ORCA input file:
```
! wB97M-V def2-TZVPD RIJCOSX def2/J DEFGRID3
* xyz 0 1
H 0.87 2.25 0.55
N 0.36 -1.53 2.97
C 1.46 -0.13 -1.66
H -1.24 2.07 0.22
C 0.24 -1.31 1.71
H -0.61 -2.12 -0.81
H -2.19 -1.47 -0.42
C -0.59 -0.02 -0.13
C 1.53 1.44 0.24
H 1.02 -0.90 -2.29
H -2.55 0.92 0.11
H 1.95 0.98 1.14
H 2.47 0.18 -1.92
H -1.70 1.42 -1.37
H 0.75 -1.89 0.94
H -1.39 -0.99 -1.93
H 2.36 1.90 -0.31
C 0.82 0.40 -0.60
H -0.22 -0.83 3.45
C -1.22 -1.21 -0.87
O -0.55 -0.31 1.29
C -1.57 1.17 -0.31
*
```

The calculation puts the maximum force at 1.62 eV/Å. The value obtained for the highest occupied orbital energy is -9.74 eV. As for the energy relative to the best compared isomer or geometry (same formula, charge and spin): 27.81 kcal/mol. The value obtained for the total energy is -404.483150 a.u. Its SMILES is [H]/N=C\OC(C)(C)C(=C)C. The LUMO energy is 0.792 eV.

These are the Mulliken partial charges, in e, on atoms 1 to 4: 0.283 -0.714 -1.109 0.341

***

The following is a DFT calculation (the ωB97M-V functional and the def2-TZVPD basis) of a single C23H20N6O4 molecule in a non-equilibrium geometry.

ORCA input file:
```
! wB97M-V def2-TZVPD RIJCOSX def2/J DEFGRID3
* xyz 0 1
N 4.51 -0.82 0.63
C -3.43 1.65 1.53
H -2.65 4.73 0.68
H 0.33 0.17 -1.68
H 2.00 -4.88 0.90
O -2.50 -3.69 0.46
C 5.26 0.29 0.33
H -4.04 -0.30 2.80
O -3.56 1.78 2.73
H 4.32 2.98 -1.57
N -1.28 -2.13 -0.68
C -2.91 3.98 1.42
H 3.67 -3.05 0.79
C 2.28 -1.60 0.09
H 8.03 2.17 0.42
H -3.84 -2.69 -1.91
C -4.04 -0.69 1.78
N -3.61 0.41 0.93
C 1.71 -3.90 0.57
O 3.27 0.54 -0.64
C 4.94 2.35 -0.96
N -3.09 2.71 0.73
H -3.31 -0.89 -3.39
C 6.56 0.65 0.67
C 3.36 -0.63 0.05
C 2.64 -2.88 0.51
C 4.47 1.14 -0.48
H -3.82 4.25 1.94
H -2.11 3.88 2.16
C 6.23 2.68 -0.61
H 6.64 3.62 -0.97
C -3.29 -0.26 -2.52
H -0.49 0.26 -0.11
C 7.02 1.85 0.18
H -4.53 -2.37 -0.31
H -0.33 -4.44 0.19
C 0.46 0.05 -0.61
O -2.63 3.73 -1.26
C -2.92 2.72 -0.67
H -5.04 -1.01 1.52
C -3.46 0.32 -0.42
H -1.36 -1.35 -1.31
C -3.68 -2.16 -0.96
H 1.17 0.81 -0.29
N -3.04 1.00 -2.53
C 0.04 -2.39 -0.24
C -2.41 -2.76 -0.30
H -3.34 -1.53 1.72
N -3.56 -0.76 -1.26
C -3.14 1.41 -1.22
C 0.95 -1.32 -0.26
C 0.41 -3.66 0.17
H 7.16 0.00 1.28
*
```

The calculation puts the maximum force at 1.36 eV/Å. The value obtained for the highest occupied orbital energy is -8.49 eV. As for the energy relative to the best compared isomer or geometry (same formula, charge and spin): 1.29 kcal/mol. The value obtained for the total energy is -1518.056679 a.u. Its SMILES is Cc1c(NC(=O)Cn2cnc3c(=O)n(C)c(=O)n(C)c32)cccc1-c1nc2ccccc2o1. The LUMO energy is 0.084 eV.

These are the Mulliken partial charges, in e, on atoms 1 to 4: -0.692 0.744 0.408 0.378

***

The following is a DFT calculation (the ωB97M-V functional and the def2-TZVPD basis) of 7 unconnected molecules or ions with the total composition C38H86INO16 in a non-equilibrium geometry.

ORCA input file:
```
! wB97M-V def2-TZVPD RIJCOSX def2/J DEFGRID3
* xyz 0 1
H 5.13 -1.25 0.66
C 4.85 -0.29 2.46
H 8.44 4.55 -0.88
C -4.15 -1.18 -0.97
H 7.25 2.48 -0.28
H 1.86 1.54 -0.38
I 3.00 -1.05 3.20
H 5.10 0.87 4.13
H 1.94 -0.10 -1.97
O -4.40 -2.81 -3.72
H 1.42 4.47 -3.15
C -1.24 -4.88 3.71
H -4.51 -0.18 -0.70
H 0.16 -6.22 -0.49
H -3.61 -1.13 -1.92
C -1.42 -2.78 4.77
H -2.45 -3.34 -3.42
H -7.08 -2.09 -1.87
C -2.03 6.28 5.54
H 1.22 -5.57 -2.54
O -1.21 -3.47 3.56
H 1.28 -3.59 0.61
C -2.49 -7.00 -7.60
C -1.40 9.31 6.67
H 2.87 0.11 0.57
H 0.18 7.47 5.09
H 5.57 -0.95 2.80
N 2.80 0.39 -1.83
H -0.43 -5.39 -9.58
H -5.17 3.36 2.00
H 7.75 3.84 1.31
O -3.60 -5.06 4.17
C -2.57 -5.46 3.30
H -1.62 9.35 5.60
H -1.62 -1.74 4.53
C 2.87 -3.76 -1.13
H -2.88 5.63 5.30
H 0.33 2.50 -1.60
O 2.36 2.71 -1.86
O -5.23 -2.10 -1.02
C -2.84 -6.15 -6.42
H -0.52 -2.83 5.40
H -3.52 -3.76 -2.08
C 5.13 1.00 3.10
H -2.86 1.68 0.00
O 2.49 -4.92 -0.41
H 6.10 1.29 2.85
H 0.09 6.25 3.80
C -1.55 4.10 2.59
H 4.41 1.73 2.87
H -1.01 -5.17 4.74
H -2.80 -5.19 2.26
H -5.08 -4.36 2.88
C 4.97 -0.27 0.98
H -0.64 -3.75 -6.06
H -2.71 0.32 1.13
H -3.62 -5.43 -6.68
C 0.58 5.59 -1.62
O -3.81 1.87 1.83
O -1.29 3.35 1.42
C 5.02 1.92 -1.33
C 0.23 -5.12 -2.64
H 7.81 5.52 1.16
C 1.10 3.22 -1.53
H -1.19 5.64 5.82
C 6.98 3.16 -1.03
H -0.29 -7.14 -9.29
O 3.86 2.64 0.63
H -3.85 3.72 0.88
C -3.44 -3.70 -3.16
H 4.62 2.53 1.20
C -2.42 7.17 6.70
H 6.29 4.70 1.09
H -0.74 -4.98 0.39
H 0.06 6.32 -2.15
H -3.28 7.79 6.43
H -5.93 -0.95 -2.60
H -2.17 9.87 7.22
H -0.50 -5.91 -2.85
H -0.15 -5.99 -7.93
O -1.73 7.03 4.38
H 4.64 1.90 -2.29
H -2.37 -3.52 -5.75
H 6.90 5.25 -1.12
C 3.73 -0.37 -1.14
H -3.46 -1.53 -0.19
O -2.06 -6.23 -8.71
H -0.46 -5.29 3.06
H -3.38 -7.55 -7.92
C 7.43 4.48 -0.64
H 2.00 -3.29 -1.59
C 0.10 -5.14 -0.28
C 3.85 0.26 0.20
H -6.40 -2.89 -4.06
H 0.24 -4.43 -3.47
H 3.36 -3.05 -0.47
C 2.64 1.61 -1.11
H -3.56 -4.70 -3.59
H -5.00 -3.61 4.49
H -2.47 3.77 3.09
H -0.71 4.01 3.28
C -0.66 -6.19 -8.87
H 5.76 1.17 -1.29
H 1.15 3.59 -0.55
H -0.21 4.16 -2.80
C 0.73 4.36 -2.40
C -2.72 1.42 1.06
H 5.83 0.26 0.73
C -6.03 -1.96 -2.18
H -0.44 9.76 6.86
H -5.82 -4.00 -2.80
H 7.41 2.85 -1.95
H -1.67 5.14 2.31
H 1.52 5.96 -1.33
O -1.71 -5.47 -5.89
C -4.40 -4.00 3.66
C 3.89 1.65 -0.29
H -2.27 -3.18 5.33
H -1.72 -7.73 -7.33
C -1.64 -4.12 -6.30
H 3.56 -4.06 -1.91
H -2.51 -6.56 3.36
H -5.14 2.58 0.41
C 1.36 -4.66 0.39
C -5.70 -2.99 -3.22
C -1.41 1.95 1.56
H -2.71 6.53 7.54
C -4.52 2.94 1.24
H -0.19 7.96 3.43
H 0.04 5.41 -0.75
O -1.34 7.97 7.14
C -0.34 7.18 4.17
H -3.79 -3.19 3.26
H -0.59 1.50 0.98
H -1.80 -4.00 -7.37
O -0.15 -4.41 -1.47
H -1.26 1.66 2.61
H -3.23 -6.79 -5.62
C 7.31 4.66 0.83
O 5.57 3.17 -1.14
O 4.27 -1.25 -1.55
H 1.49 -5.19 1.34
*
```

The calculation puts the maximum force at 11.49 eV/Å. The value obtained for the highest occupied orbital energy is -9.04 eV. The value obtained for the total energy is -3055.363797 a.u. Its SMILES is CCCOC[C@@]1(O)[C@@H](OCCC)NC(=O)[C@H]1C[C@@H](C)I.COCCOC.COCCOC.COCCOC.COCCOC.COCCOC.COCCOC. The LUMO energy is 0.378 eV.

These are the Mulliken partial charges, in e, on atoms 1 to 4: 0.432 -0.434 0.434 -0.578

***

The following is a DFT calculation (the ωB97M-V functional and the def2-TZVPD basis) of a molecular structure, C3H7NO in a non-equilibrium geometry.

ORCA input file:
```
! wB97M-V def2-TZVPD RIJCOSX def2/J DEFGRID3
* xyz 0 1
H -1.56 0.05 -0.88
H -0.88 0.67 2.95
N -1.08 1.17 2.08
H 2.50 0.19 -0.82
C 1.76 -0.37 -1.38
H -0.41 -1.25 -1.59
H 2.08 -0.77 -2.34
H -1.01 -1.41 0.17
C -0.78 -0.59 -0.49
H -0.75 2.11 2.30
C 0.54 -0.44 -0.95
O -0.43 0.66 0.96
*
```

The calculation puts the maximum force at 2.14 eV/Å. The value obtained for the highest occupied orbital energy (alpha / beta) is -6.70 / -6.71 eV. As for the energy relative to the best compared isomer or geometry (same formula, charge and spin): 189.04 kcal/mol. The value obtained for the total energy is -248.225232 a.u. The LUMO energy (alpha / beta) is 0.544 / 0.544 eV.

These are the Mulliken partial charges, in e, on atoms 1 to 4: 0.250 0.183 -0.551 0.273

***

The following is a DFT calculation (the ωB97M-V functional and the def2-TZVPD basis) of a gas-phase ion, C4H11O (charge +1) in a non-equilibrium geometry.

ORCA input file:
```
! wB97M-V def2-TZVPD RIJCOSX def2/J DEFGRID3
* xyz 1 1
H 2.07 -0.91 1.08
C -1.23 0.33 -1.85
H -0.56 -0.16 -2.47
H 0.12 1.76 -0.22
H -0.98 1.37 -2.06
C -0.98 -0.05 -0.37
H -2.25 0.12 -2.05
H -0.79 -1.22 -0.23
H 1.67 -1.04 2.75
C 0.32 0.69 0.11
O 0.90 0.58 1.54
H -1.95 0.02 0.18
H 0.42 0.92 2.37
C 1.29 -0.84 1.73
H 0.48 -1.46 1.59
H 0.97 0.29 -0.63
*
```

The calculation puts the maximum force at 4.19 eV/Å. The value obtained for the highest occupied orbital energy is -15.83 eV. As for the energy relative to the best compared isomer or geometry (same formula, charge and spin): 28.75 kcal/mol. The value obtained for the total energy is -233.879282 a.u. The LUMO energy is -4.061 eV.

These are the Mulliken partial charges, in e, on atoms 1 to 4: 0.356 -1.280 0.429 0.355

***

The following is a DFT calculation (the ωB97M-V functional and the def2-TZVPD basis) of 3 unconnected molecules or ions with the total composition C13H26BBrN2O8S2.

ORCA input file:
```
! wB97M-V def2-TZVPD RIJCOSX def2/J DEFGRID3
* xyz 0 1
C 2.65 2.55 -2.69
H 3.18 0.31 2.60
H -2.20 -0.66 1.32
Br 2.48 2.44 5.68
H 1.50 2.78 -4.51
H 6.72 2.81 -5.18
B -1.31 0.80 2.29
O -1.69 2.10 2.18
H -5.47 -5.45 0.09
H -5.69 -3.09 -3.62
H -5.02 -1.44 -3.55
N 1.49 1.55 0.52
H 1.58 -1.23 2.70
O -5.35 -3.75 -0.99
H 1.52 1.14 -3.86
H 2.56 2.03 -1.74
O -3.27 -3.39 -2.26
C -0.11 -1.62 3.81
H 0.13 -1.51 1.76
O 3.92 2.69 -5.65
C -4.75 -4.64 -0.02
H 0.09 2.15 3.97
C 0.25 0.51 2.58
H -5.42 -3.49 1.67
H 4.20 1.13 3.73
H 0.55 2.40 -3.07
O 3.92 2.14 -3.25
H 6.62 2.57 -3.41
O -2.24 -0.21 2.18
C 0.94 1.05 1.41
C 3.22 0.68 3.62
C -4.51 -3.97 1.32
C 0.71 1.26 3.86
C 2.16 1.74 3.87
C 1.48 2.20 -3.59
H 2.31 2.58 3.21
H 2.68 3.62 -2.47
O -4.20 -1.58 -0.83
C 6.16 2.34 -4.37
H -3.74 -3.21 1.25
C 0.52 -1.01 2.65
H 3.15 -0.14 4.33
H -4.20 -4.71 2.05
C -5.51 -2.23 -2.99
N -0.64 -2.09 4.72
H -3.84 -5.07 -0.43
S 4.54 3.03 -4.41
O 4.58 4.39 -3.97
H -2.42 2.15 1.54
H -6.43 -1.87 -2.54
S -4.40 -2.70 -1.70
H 6.09 1.27 -4.53
H 0.54 0.65 4.75
*
```

The calculation puts the maximum force at 0.82 eV/Å. The value obtained for the highest occupied orbital energy is -10.36 eV. The value obtained for the total energy is -4617.686945 a.u. Its SMILES is C[C@H](Br)C[C@@](C#N)(CC#N)B(O)O.CCOS(C)(=O)=O.CCOS(C)(=O)=O. The LUMO energy is 0.042 eV.

These are the Mulliken partial charges, in e, on atoms 1 to 4: -0.149 0.295 0.312 -0.151